Here is 2 unconnected molecules or ions with the total composition C4H10N2O from OMol25. Energies are from ωB97M-V with the def2-TZVPD basis set.

The energy above the lowest of the compared OMol25 structures with the same formula, charge and spin is 85.6 kcal per mole.

The geometry in ORCA input format:
```
! RIJCOSX wB97M-V def2-TZVPD def2/J DEFGRID3
* xyz 0 1
C 1.523 0.291 0.761
C -0.304 1.908 0.262
C -0.578 -0.610 0.100
C 0.204 0.517 0.537
N -0.480 -1.824 0.720
N -1.733 -0.425 -0.588
O 1.190 -0.810 -1.339
H 1.687 -0.950 -2.160
H -1.873 0.447 -1.072
H 0.382 -1.948 1.228
H -0.624 -2.609 0.100
H -2.258 -1.242 -0.854
H 1.946 -0.689 0.899
H 2.210 1.123 0.844
H -0.318 2.116 -0.815
H 0.343 2.651 0.728
H -1.316 2.054 0.648
*
```

Here is a molecular structure, C7H18NO2P from OMol25. Energies are from ωB97M-V with the def2-TZVPD basis set.

The energy above the lowest of the compared OMol25 structures with the same formula, charge and spin is 64.8 kcal per mole.

The geometry in ORCA input format:
```
! RIJCOSX wB97M-V def2-TZVPD def2/J DEFGRID3
* xyz 0 1
C 0.495 -0.169 -2.664
C 1.344 -1.751 1.328
C -0.682 -2.789 0.332
C -0.950 3.679 1.182
C 0.900 -0.820 -1.360
C 0.624 1.278 0.282
C -0.022 -1.476 0.770
N 0.049 -0.540 -0.248
O -1.760 1.962 -0.801
O -1.671 0.897 1.603
P -1.044 1.792 0.640
H 1.210 -0.520 -3.294
H -0.586 -0.430 -2.979
H 0.551 0.940 -2.792
H 2.095 -2.090 0.568
H 1.622 -0.780 1.775
H 1.493 -2.564 2.148
H -0.234 -3.353 -0.481
H -1.751 -2.481 0.069
H -0.664 -3.552 1.190
H -0.957 4.281 0.320
H -1.822 3.861 1.702
H -0.086 3.709 1.872
H 2.046 -0.756 -1.078
H 0.737 -1.938 -1.490
H 1.298 1.207 1.108
H 1.057 1.678 -0.561
H -0.618 -1.001 1.573
H -2.676 1.727 -0.712
*
```

Here is a single C4H4O3 molecule from OMol25. Energies are from ωB97M-V with the def2-TZVPD basis set.

The energy above the lowest of the compared OMol25 structures with the same formula, charge and spin is 54.5 kcal per mole. As for the SMILES: O=CC1(C=O)CO1.

The geometry in ORCA input format:
```
! RIJCOSX wB97M-V def2-TZVPD def2/J DEFGRID3
* xyz 0 1
O -1.362 1.566 1.006
C -0.910 1.165 -0.034
C -0.028 -0.070 -0.152
C -0.304 -1.258 0.667
O -0.694 -1.203 -0.697
C 1.348 0.320 -0.631
O 1.635 1.495 -0.629
H -1.103 1.656 -1.008
H 0.498 -1.965 0.866
H -1.102 -1.217 1.410
H 2.084 -0.441 -0.958
*
```

Here is a molecular structure, C5H12CaO3 from OMol25. Energies are from ωB97M-V with the def2-TZVPD basis set.

The energy above the lowest of the compared OMol25 structures with the same formula, charge and spin is 23.5 kcal per mole.

The geometry in ORCA input format:
```
! RIJCOSX wB97M-V def2-TZVPD def2/J DEFGRID3
* xyz 1 2
C -4.353 -3.560 2.017
C -3.848 -2.314 2.639
O -4.168 -1.132 2.221
Ca -5.022 0.629 3.234
H -4.696 -3.409 0.988
H -5.140 -3.979 2.664
H -3.548 -4.306 2.003
H -3.443 -2.336 3.663
O -1.939 -2.061 1.585
H -2.470 -1.044 1.476
C 1.798 -3.507 0.297
O 0.631 -3.342 1.062
C 0.488 -2.046 1.582
C -0.782 -1.957 2.394
H 1.824 -4.544 -0.056
H 1.803 -2.829 -0.574
H 2.702 -3.309 0.900
H 0.469 -1.303 0.763
H 1.342 -1.793 2.238
H -0.775 -1.011 2.959
H -0.823 -2.767 3.136
*
```

Here is 2 unconnected molecules or ions with the total composition C5H16N2O from OMol25. Energies are from ωB97M-V with the def2-TZVPD basis set.

The energy above the lowest of the compared OMol25 structures with the same formula, charge and spin is 30.8 kcal per mole. As for the SMILES: NCCCCCN.O.

The geometry in ORCA input format:
```
! RIJCOSX wB97M-V def2-TZVPD def2/J DEFGRID3
* xyz 0 1
C -0.140 -2.249 -0.430
C 0.656 -1.263 0.457
C -0.112 0.002 0.904
C -1.367 0.476 0.154
C -1.393 1.907 -0.532
N -0.107 2.501 -0.846
N -1.428 -2.561 0.201
H -0.253 -1.846 -1.437
H 0.444 -3.171 -0.488
H 1.543 -0.889 -0.062
H 1.026 -1.796 1.336
H 0.621 0.815 0.956
H -0.380 -0.021 1.968
H -1.535 -0.253 -0.632
H -2.189 0.411 0.875
H -1.899 1.646 -1.460
H -2.016 2.604 0.024
H 0.438 2.686 -0.024
H 0.441 1.988 -1.508
H -1.482 -3.464 0.655
H -2.206 -2.173 -0.306
H 2.798 1.525 0.798
H 2.786 0.644 -0.469
O 3.360 1.055 0.153
*
```

Here is a gas-phase ion, C17H31IN2O5PS2 (charge +1) from OMol25. Energies are from ωB97M-V with the def2-TZVPD basis set.

The calculation puts the electronic energy at -70404.70875 eV.

The geometry in ORCA input format:
```
! RIJCOSX wB97M-V def2-TZVPD def2/J DEFGRID3
* xyz 1 1
C -3.961 2.532 0.103
C -4.746 1.217 0.256
C -3.711 0.056 0.369
C -3.272 -0.331 -1.067
C -1.766 -0.748 -1.200
I -1.706 -2.892 -0.889
C -1.510 -0.615 -2.736
P -0.034 -1.525 -3.476
O -0.479 -2.943 -4.034
O 0.389 -0.683 -4.776
S 1.511 -1.572 -2.294
S -1.034 1.137 -2.925
C -0.397 1.102 -1.278
C 0.516 2.234 -0.956
C 1.719 2.377 -1.919
C 2.927 1.763 -1.216
O 2.822 0.766 -0.618
O 4.126 2.409 -1.228
N -0.815 0.136 -0.537
C -0.284 0.165 0.876
C -0.751 -0.916 1.847
C 0.210 -2.093 2.082
C 1.692 -1.770 1.905
N 2.128 -0.589 2.653
C 2.025 -0.754 4.131
C 3.416 -0.147 2.271
C 4.346 -1.002 1.422
O 3.806 0.905 2.623
H -4.651 3.375 0.051
H -3.327 2.701 0.976
H -3.352 2.501 -0.804
H -5.343 1.057 -0.642
H -5.322 1.211 1.178
H -2.893 0.396 0.997
H -4.225 -0.811 0.783
H -3.460 0.531 -1.707
H -3.836 -1.189 -1.414
H -2.329 -0.957 -3.367
H 0.147 -3.622 -3.731
H 1.344 -0.528 -4.707
H -0.086 3.144 -1.057
H 0.896 2.240 0.061
H 1.544 1.981 -2.916
H 1.922 3.444 -2.013
H 4.417 2.429 -2.156
H -0.625 1.119 1.281
H 0.795 0.258 0.800
H -0.917 -0.430 2.808
H -1.726 -1.321 1.578
H 0.066 -2.420 3.115
H 0.002 -2.982 1.493
H 2.283 -2.675 2.095
H 1.848 -1.550 0.843
H 1.291 -0.044 4.508
H 1.690 -1.766 4.352
H 3.001 -0.581 4.573
H 4.037 -0.986 0.377
H 5.375 -0.689 1.535
H 4.268 -2.052 1.720
*
```

Here is a single C4H4FN molecule from OMol25. Energies are from ωB97M-V with the def2-TZVPD basis set.

The energy above the lowest of the compared OMol25 structures with the same formula, charge and spin is 33.3 kcal per mole. As for the SMILES: C=C[C@@H](F)C#N.

The geometry in ORCA input format:
```
! RIJCOSX wB97M-V def2-TZVPD def2/J DEFGRID3
* xyz 0 1
C 0.671 -0.250 -0.114
C -0.406 -0.802 -1.001
C -1.621 -0.897 -0.490
C 0.176 0.457 1.104
H 1.297 -1.051 0.225
H -0.113 -1.151 -1.938
H -1.657 -0.851 0.627
H -2.575 -1.168 -0.928
N -0.503 1.062 1.847
F 1.516 0.637 -0.878
*
```

Here is a single C5H8O molecule from OMol25. Energies are from ωB97M-V with the def2-TZVPD basis set.

The energy above the lowest of the compared OMol25 structures with the same formula, charge and spin is 42.8 kcal per mole. As for the SMILES: CC#CCCO.

The geometry in ORCA input format:
```
! RIJCOSX wB97M-V def2-TZVPD def2/J DEFGRID3
* xyz 0 1
C -0.519 2.060 1.805
C -0.116 1.211 0.682
C 0.218 0.531 -0.258
C 0.553 -0.358 -1.376
C 0.420 -1.828 -0.961
O -0.859 -2.121 -0.456
H -1.596 1.982 1.983
H -0.002 1.769 2.725
H -0.285 3.110 1.604
H -0.132 -0.158 -2.209
H 1.572 -0.167 -1.730
H 0.564 -2.470 -1.834
H 1.207 -2.075 -0.231
H -1.024 -1.486 0.257
*
```

Here is a gas-phase ion, C3H11N3P (charge +1) from OMol25. Energies are from ωB97M-V with the def2-TZVPD basis set.

The energy above the lowest of the compared OMol25 structures with the same formula, charge and spin is 36.7 kcal per mole. As for the SMILES: C[C@H](P)[NH2+]/N=C/N.

The geometry in ORCA input format:
```
! RIJCOSX wB97M-V def2-TZVPD def2/J DEFGRID3
* xyz 1 1
C -1.864 -0.673 -0.199
C 1.781 0.818 -1.036
C 1.063 0.888 0.270
N -1.229 0.071 0.600
N -2.579 -1.686 0.209
N -0.378 1.077 0.024
P 1.346 -0.904 0.905
H -2.019 -0.404 -1.231
H 1.163 0.030 -1.569
H 2.869 0.415 -0.940
H 1.743 1.829 -1.461
H 1.375 1.709 0.870
H -3.093 -2.289 -0.459
H -2.562 -2.004 1.245
H -0.557 1.069 -1.097
H -0.876 1.869 0.452
H 1.197 -0.895 2.310
H 2.618 -0.921 1.106
*
```

Here is a molecular structure, C56H44O3P2Pt from OMol25. Energies are from ωB97M-V with the def2-TZVPD basis set.

The energy above the lowest of the compared OMol25 structures with the same formula, charge and spin is 0.0 kcal per mole.

The geometry in ORCA input format:
```
! RIJCOSX wB97M-V def2-TZVPD def2/J DEFGRID3
* xyz 0 1
Pt -0.684 0.342 -0.661
C 4.061 -1.240 4.034
C 3.232 -0.180 3.303
C 3.609 1.220 3.832
C 3.535 -0.190 1.805
C 4.830 -0.216 1.304
C 5.086 -0.039 -0.048
C 4.040 0.170 -0.933
C 2.721 0.161 -0.489
P 1.349 0.425 -1.693
C 1.469 -0.975 -2.854
C 2.397 -2.008 -2.760
C 2.341 -3.080 -3.643
C 1.356 -3.132 -4.616
C 0.416 -2.113 -4.705
C 0.466 -1.047 -3.824
C 1.987 1.858 -2.614
C 2.187 3.045 -1.906
C 2.602 4.191 -2.565
C 2.840 4.161 -3.933
C 2.667 2.979 -4.636
C 2.239 1.831 -3.982
C 2.508 -0.025 0.881
O 1.219 0.006 1.274
C 0.818 -0.200 2.547
C -0.568 -0.192 2.741
C -1.032 -0.420 4.030
C -0.142 -0.629 5.073
C 1.226 -0.604 4.841
C 1.739 -0.377 3.570
P -1.740 -0.153 1.311
C -3.140 0.880 1.769
C -3.096 1.827 2.786
C -4.181 2.671 2.988
C -5.300 2.570 2.176
C -5.332 1.638 1.146
C -4.252 0.799 0.927
C -2.290 -1.885 1.506
C -3.562 -2.260 1.917
C -3.838 -3.593 2.189
C -2.845 -4.554 2.063
C -1.575 -4.185 1.643
C -1.303 -2.859 1.358
H 5.127 -1.075 3.883
H 3.811 -2.241 3.684
H 3.887 -1.195 5.109
H 4.669 1.418 3.660
H 3.408 1.289 4.902
H 3.030 1.992 3.322
H 5.665 -0.341 1.982
H 6.106 -0.042 -0.408
H 4.247 0.344 -1.982
H 3.160 -1.989 -1.994
H 3.063 -3.882 -3.557
H 1.304 -3.977 -5.291
H -0.374 -2.165 -5.442
H -0.302 -0.284 -3.857
H 2.010 3.078 -0.837
H 2.733 5.108 -2.005
H 3.158 5.058 -4.448
H 2.858 2.945 -5.701
H 2.100 0.918 -4.547
H -2.099 -0.459 4.215
H -0.515 -0.814 6.071
H 1.900 -0.748 5.675
H -2.217 1.918 3.411
H -4.144 3.412 3.776
H -6.144 3.227 2.337
H -6.198 1.572 0.501
H -4.261 0.091 0.102
H -4.340 -1.516 2.028
H -4.834 -3.880 2.500
H -3.065 -5.593 2.271
H -0.804 -4.933 1.511
H -0.314 -2.573 1.014
C -1.471 5.261 -2.825
C -1.686 3.898 -3.113
C -1.354 2.937 -2.200
C -0.780 3.262 -0.942
C -0.371 2.252 0.007
C 0.093 2.697 1.215
C 0.241 4.069 1.525
C -0.075 5.025 0.609
C -0.608 4.638 -0.649
C -0.951 5.616 -1.614
H -1.728 6.017 -3.556
H -2.122 3.608 -4.060
H -1.553 1.899 -2.446
H 0.389 1.996 1.986
H 0.628 4.347 2.498
H 0.051 6.078 0.827
H -0.793 6.659 -1.365
O -3.797 -1.653 -1.618
C -2.613 -1.953 -1.719
O -1.663 -1.092 -1.851
C -2.236 -3.413 -1.772
C -0.915 -3.821 -1.909
C -0.596 -5.171 -1.920
C -1.599 -6.124 -1.804
C -2.923 -5.721 -1.684
C -3.239 -4.370 -1.667
H -0.136 -3.075 -1.990
H 0.438 -5.479 -2.023
H -1.350 -7.178 -1.815
H -3.710 -6.460 -1.601
H -4.259 -4.028 -1.563
*
```

Here is a single C8H15N5O2 molecule from OMol25. Energies are from ωB97M-V with the def2-TZVPD basis set.

The energy above the lowest of the compared OMol25 structures with the same formula, charge and spin is 262.0 kcal per mole. As for the SMILES: Cn1nnc([C@H](O)CN2CCOCC2)n1.

The geometry in ORCA input format:
```
! RIJCOSX wB97M-V def2-TZVPD def2/J DEFGRID3
* xyz 0 1
C -3.105 -4.349 0.418
N -2.258 -3.545 -0.314
N -1.512 -3.896 -1.253
N -0.855 -2.714 -1.741
C -1.119 -1.746 -1.053
N -2.100 -2.054 -0.028
C -0.819 -0.104 -1.066
O -0.339 -0.012 -2.290
H 0.082 -0.735 -2.689
H -1.496 0.389 -0.667
C 0.520 -0.138 0.160
N 0.888 1.230 0.446
C 1.753 1.277 1.277
C 1.706 2.774 1.971
O 2.317 3.547 0.807
C 1.272 3.609 -0.294
C 1.184 2.056 -0.918
H 0.497 2.045 -1.632
H 2.237 1.549 -1.006
H 1.678 4.189 -1.006
H 0.441 3.837 -0.020
H 2.391 3.076 2.823
H 0.708 3.137 2.334
H 1.155 0.861 2.371
H 2.876 0.804 1.363
H 0.280 -0.812 0.873
H 1.381 -0.593 -0.745
H -4.047 -4.117 0.509
H -2.927 -5.193 -0.060
H -2.789 -4.373 1.431
*
```

Here is 2 unconnected molecules or ions with the total composition C2O2S2 from OMol25. Energies are from ωB97M-V with the def2-TZVPD basis set.

The energy above the lowest of the compared OMol25 structures with the same formula, charge and spin is 6.1 kcal per mole.

The geometry in ORCA input format:
```
! RIJCOSX wB97M-V def2-TZVPD def2/J DEFGRID3
* xyz 0 1
C 1.824 0.400 0.235
C -1.741 -0.338 -0.302
O 1.334 1.423 0.309
O 2.374 -0.610 0.216
S -2.395 -0.626 -1.659
S -1.395 -0.249 1.200
*
```

Here is a gas-phase ion, C8H13N4OS (charge +1) from OMol25. Energies are from ωB97M-V with the def2-TZVPD basis set.

The energy above the lowest of the compared OMol25 structures with the same formula, charge and spin is 0.0 kcal per mole.

The geometry in ORCA input format:
```
! RIJCOSX wB97M-V def2-TZVPD def2/J DEFGRID3
* xyz 1 1
C 1.313 -0.088 2.784
C 2.288 -0.641 -0.498
C 2.014 1.820 -0.700
C 0.316 0.961 0.990
C 0.543 -0.515 0.704
C -1.674 0.259 -1.609
C -0.458 -1.364 -0.027
C -0.744 -0.941 -1.474
N 0.943 1.094 2.324
N 2.648 0.574 -0.866
N 0.866 1.877 0.040
N 1.047 -1.036 1.921
O 2.481 2.784 -1.238
S 2.868 -2.101 -0.679
H 1.774 -0.246 3.744
H -0.759 1.195 1.079
H -1.210 1.177 -1.254
H -2.602 0.090 -1.060
H -1.929 0.401 -2.657
H -0.061 -2.381 -0.042
H -1.401 -1.381 0.529
H 0.197 -0.741 -1.988
H -1.212 -1.793 -1.970
H 0.996 1.963 2.833
H 3.485 0.667 -1.447
H 0.489 2.816 0.054
H 1.287 -2.013 2.020
*
```